Entry from OMol25: C30H52BrN3P2PdS as an isolated structure (ωB97M-V with the def2-TZVPD basis set).

Summary:
- E_HOMO (spin up / spin down) (eV) = -12.33 / -12.37
- total energy (Ha) = -5120.7415
- lowest unoccupied orbital energy (spin up / spin down) (eV) = -6.155 / -8.613
- relative energy (zero: lowest compared OMol25 entry of this formula, charge and spin) (kcal per mole) = 0.0
- <S²> = 2.16
- HOMO-LUMO gap (spin up / spin down) (eV) = 6.18 / 3.75

Structure (ORCA input):
```
! wB97M-V def2-TZVPD RIJCOSX def2/J DEFGRID3
* xyz 2 3
Pd 0.6195 -0.0012 0.4242
Br 4.2328 -3.7845 -3.9943
S -0.6840 -1.6646 1.6970
P -0.6209 0.9306 -3.2981
P -0.2554 1.9276 1.3294
N 6.3743 -0.9519 4.0914
N -3.3299 -1.4639 1.7163
N -2.4415 -2.7382 -0.0136
C 2.9991 -3.4017 -1.5021
C 0.3150 2.5675 2.9359
C -4.4847 -0.9110 0.9753
C 0.3707 -1.1532 -4.7321
C 3.7756 -1.3781 -2.6421
C 3.5965 -2.7709 -2.6057
C 2.5062 -2.6181 -0.4519
C 0.2936 -0.6269 -3.2870
C -3.2514 0.8844 -2.4820
C 4.2140 -1.9138 3.7738
C 3.2868 -0.6074 -1.5941
C 2.6875 -1.2244 -0.4775
C -2.7182 3.2630 2.0310
C 0.5443 3.1858 -4.4899
C 3.8568 -0.8549 2.8822
C -3.4473 -3.8002 0.0819
C -5.7573 -1.0317 1.7892
C -2.0789 2.0698 1.3209
C 4.7776 0.2222 2.7400
C 1.7001 3.8587 0.4062
C -0.1939 1.8706 4.1976
C 2.5565 -0.3614 0.7631
C 5.4999 -1.9307 4.3172
C 6.0222 0.1204 3.3772
C -1.8182 0.9988 -1.9508
C 0.3900 3.1297 0.0856
C -2.2366 -1.9414 1.0624
C 0.5533 2.3150 -3.2255
C 2.6908 -0.9791 2.0574
C -3.6119 -4.4256 -1.2852
H 4.5295 1.1024 2.1491
H -2.6749 -4.9062 -1.5972
H -3.0687 -0.9027 2.5336
H 1.4172 2.5268 2.8879
H -0.2437 -1.3189 -2.6258
H -3.9822 1.1916 -1.7275
H -2.4342 1.1238 1.7564
H 6.7634 0.9148 3.2544
H -2.4094 2.0646 0.2723
H -0.3844 3.7678 -4.5282
H -6.6221 -0.8583 1.1411
H 2.9528 -4.4823 -1.4325
H -4.5819 -1.4187 0.0086
H -0.4012 0.8102 4.0323
H -3.8828 -3.6644 -2.0273
H 3.5232 -2.7298 3.9719
H -3.1050 -4.5441 0.8144
H 0.2670 2.9695 -2.3920
H -2.2813 4.2222 1.7332
H -3.7820 3.3085 1.7735
H -4.2710 0.1495 0.7693
H 0.6181 2.5886 -5.4046
H 1.3833 3.8909 -4.4580
H -1.0997 2.3561 4.5742
H 4.2985 -0.8980 -3.4635
H 2.0291 -3.0690 0.4191
H -2.6588 3.1892 3.1207
H 2.5283 3.1578 0.5977
H -0.5099 -0.8190 -5.2994
H 0.3913 -2.2483 -4.7551
H 0.5754 2.4537 -0.7716
H 1.9600 -1.6985 2.4089
H -1.5459 -3.0929 -0.3945
H 1.9844 4.4786 -0.4578
H -4.3992 -5.1847 -1.2602
H 0.0342 3.6331 2.9527
H 3.0894 0.5971 0.6470
H -3.4710 -0.1437 -2.7865
H -3.3866 1.5308 -3.3564
H 0.5705 1.9518 4.9790
H -1.5507 0.2002 -1.2325
H 1.2668 -0.7812 -5.2446
H 5.8386 -2.7875 4.9175
H -0.3972 3.8548 -0.1945
H -1.6578 1.9664 -1.4496
H 3.4617 0.4746 -1.5709
H 1.5939 4.5169 1.2791
H -5.7912 -0.2879 2.5912
H 1.5473 1.8914 -3.0199
H -4.3813 -3.3679 0.4540
H 1.2828 -0.4628 -2.8450
H -5.8652 -2.0257 2.2329
*
```

Entry from OMol25: a 4-piece molecular cluster, C12H28BrN2O9 overall (ωB97M-V with the def2-TZVPD basis set).

Summary:
- E_HOMO (eV) = -12.30
- total energy (Ha) = -3834.3786
- lowest unoccupied orbital energy (eV) = -3.786
- HOMO-LUMO gap (eV) = 8.51

Structure (ORCA input):
```
! wB97M-V def2-TZVPD RIJCOSX def2/J DEFGRID3
* xyz 1 1
Br 0.2215 -3.2280 4.6533
O 0.7205 -0.0364 -1.0994
O -5.5833 -2.1029 0.4331
O 2.2517 0.1713 -2.7996
O 5.4804 5.4117 -4.4812
O -7.2053 -2.6848 -1.0865
O 7.1382 4.2244 -3.4226
O 5.0568 3.3508 -3.8505
O -6.8021 -4.0441 0.5911
O 2.1589 -1.7256 -1.6962
N -0.4719 0.0282 6.3137
N 0.4030 -0.4625 5.3625
C -1.7494 -1.0606 3.8873
C 5.4733 2.1338 -3.2344
C 1.6189 -0.4846 -1.7943
C 6.0070 4.3192 -3.8723
C -6.9346 -1.4762 -1.7937
C 1.7835 1.5005 -3.0192
C -1.9583 -0.4480 2.3448
C -6.4427 -2.8663 0.0212
C -6.0768 -4.3682 1.7756
C -0.1906 -1.2729 4.2510
C 6.3747 6.5187 -4.5762
C 1.5860 -2.5354 -0.6713
H 1.0674 -1.1094 5.8876
H -6.2453 -3.6132 2.5502
H -7.6009 -1.4349 -2.6599
H -2.8662 -1.0079 1.8106
H 7.2535 6.2549 -5.1734
H -2.2810 -2.1298 3.8817
H 0.5208 -2.7019 -0.8611
H -1.1776 -0.6769 6.6248
H -2.2504 0.6851 2.4643
H 0.7261 1.4954 -3.3028
H 2.3588 1.9294 -3.8443
H 5.8495 7.3353 -5.0794
H -1.0148 -0.6115 1.6618
H -6.4459 -5.3288 2.1456
H 5.7336 2.3021 -2.1844
H -0.9452 0.8889 5.9063
H -5.0087 -4.4704 1.5585
H -5.9008 -1.4626 -2.1536
H 2.0929 -3.5043 -0.6832
H 1.7388 -2.0791 0.3120
H 0.4532 -1.0379 3.2736
H -7.1375 -0.6054 -1.1618
H 6.3161 1.6947 -3.7779
H 4.6359 1.4317 -3.2729
H 1.0408 0.2936 4.9691
H -2.3879 -0.3795 4.5823
H 6.6710 6.8623 -3.5799
H 1.9442 2.1182 -2.1298
*
```

Entry from OMol25: an isolated ion of composition C2H9N2 and charge +2 (ωB97M-V with the def2-TZVPD basis set).

Summary:
- E_HOMO (spin up / spin down) (eV) = -23.12 / -23.60
- total energy (Ha) = -190.3342
- lowest unoccupied orbital energy (spin up / spin down) (eV) = -7.909 / -13.864
- relative energy (zero: lowest compared OMol25 entry of this formula, charge and spin) (kcal per mole) = 19.9
- <S²> = 0.75
- HOMO-LUMO gap (spin up / spin down) (eV) = 15.21 / 9.73

Structure (ORCA input):
```
! wB97M-V def2-TZVPD RIJCOSX def2/J DEFGRID3
* xyz 2 2
N -1.9755 0.2553 -0.1969
N 1.7167 -0.1549 -0.0633
C -0.7597 -0.3849 0.2418
C 0.4283 0.6526 0.0918
H -0.5459 -1.1029 -0.5587
H 0.4293 1.2508 -0.8158
H -0.6695 -0.9348 1.1736
H 0.5303 1.2317 0.9998
H -2.4456 -0.1651 -1.0151
H 1.5883 -0.6930 -0.9222
H 2.5242 0.4569 -0.2346
H -2.6883 0.3433 0.5442
H 1.8673 -0.7550 0.7553
*
```

Entry from OMol25: an isolated ion of composition C3HO3 and charge -1 (ωB97M-V with the def2-TZVPD basis set).

Summary:
- E_HOMO (eV) = -3.15
- total energy (Ha) = -340.5938
- lowest unoccupied orbital energy (eV) = 4.341
- relative energy (zero: lowest compared OMol25 entry of this formula, charge and spin) (kcal per mole) = 55.7
- HOMO-LUMO gap (eV) = 7.50

Structure (ORCA input):
```
! wB97M-V def2-TZVPD RIJCOSX def2/J DEFGRID3
* xyz -1 1
O 1.7065 1.4738 0.0303
O -0.7912 -1.3550 -0.0839
O -2.3988 0.2704 0.5068
C -0.2094 -0.0465 -0.6959
C -1.3708 -0.1522 0.0481
C 1.2309 0.3568 -0.0120
H 1.8329 -0.5472 0.2066
*
```

Entry from OMol25: C23H18Br2ILaN7O3S as an isolated structure (ωB97M-V with the def2-TZVPD basis set).

Summary:
- E_HOMO (eV) = -10.36
- total energy (Ha) = -7371.7235
- lowest unoccupied orbital energy (eV) = -2.713
- relative energy (zero: lowest compared OMol25 entry of this formula, charge and spin) (kcal per mole) = 7.3
- HOMO-LUMO gap (eV) = 7.65

Structure (ORCA input):
```
! wB97M-V def2-TZVPD RIJCOSX def2/J DEFGRID3
* xyz 1 1
La 0.7788 0.2927 0.1570
I 2.6542 -4.5440 3.8270
Br -0.5158 7.3218 2.1258
Br -1.8830 2.3099 4.1952
S 2.0796 -1.0727 -1.9356
O 2.2077 -2.3462 -1.2642
O 2.7483 0.0271 -1.1789
O -0.4730 1.3004 1.6091
N -0.7694 -2.5519 -2.6203
N -0.8459 -1.6265 -0.4378
N 3.4913 -0.7271 2.3519
N 2.1824 -0.7352 2.0317
N 4.3899 -1.0681 -7.3020
N 0.5480 -0.6466 -2.0297
N 0.6852 2.7771 -0.3666
C 4.6429 -0.7798 -4.9366
C -2.1051 -3.5666 -0.9077
C -1.0722 3.2766 2.8067
C -0.5007 5.4487 1.9514
C -1.6878 -2.5896 -0.0423
C 2.7557 -1.0913 -3.4933
C 4.1069 -0.7741 -3.6716
C 1.7540 -1.9260 2.4365
C 1.2320 3.4850 -1.3394
C 2.4931 -1.3970 -5.8588
C 0.7098 5.5481 -0.2335
C 0.1043 4.8288 0.8212
C -0.5099 2.6321 1.7481
C 0.1036 3.4319 0.7205
C 2.7713 -2.6755 3.0361
C 1.9499 -1.3908 -4.5945
C 1.8390 2.8014 -2.5301
C -1.0723 4.6913 2.9167
C 3.8754 -1.8592 2.9614
C -0.4075 -1.6737 -1.6975
C 1.2556 4.8956 -1.2904
C 3.8461 -1.0880 -6.0518
C -1.6199 -3.4908 -2.2072
H 4.7452 -0.5293 -2.8330
H -1.5348 5.1543 3.7770
H -2.0322 -2.5505 0.9842
H 1.9468 3.5091 -3.3492
H -2.7823 -4.3483 -0.5989
H 5.3723 -0.9153 -7.4305
H 0.7180 -2.2030 2.3106
H 2.8278 2.3998 -2.3070
H -1.9273 -4.2279 -2.9407
H 1.8633 -1.6385 -6.7068
H 0.7228 6.6295 -0.1903
H 4.8930 -1.9944 3.2909
H 0.9026 -1.6256 -4.4488
H 1.7082 5.4403 -2.1081
H 3.8580 -1.3400 -8.1073
H 1.2223 1.9724 -2.8770
H 4.0467 0.0808 2.1393
H 5.6909 -0.5426 -5.0768
*
```

Entry from OMol25: C32H27F5FeGeN3O3S as an isolated structure (ωB97M-V with the def2-TZVPD basis set).

Summary:
- E_HOMO (spin up / spin down) (eV) = -10.60 / -10.77
- total energy (Ha) = -5863.6280
- lowest unoccupied orbital energy (spin up / spin down) (eV) = -2.684 / -2.983
- relative energy (zero: lowest compared OMol25 entry of this formula, charge and spin) (kcal per mole) = 4.1
- <S²> = 6.01
- HOMO-LUMO gap (spin up / spin down) (eV) = 7.91 / 7.79

Structure (ORCA input):
```
! wB97M-V def2-TZVPD RIJCOSX def2/J DEFGRID3
* xyz 1 5
Ge 0.5442 -1.2716 1.6134
Fe -0.5792 0.8918 -0.6690
S -2.7398 0.4989 -1.0606
F 1.9718 -2.0868 -2.2904
F 1.4477 -0.0363 -1.7975
F 0.0134 -1.6241 -1.4676
F 2.9451 -0.6973 0.1303
F 2.2419 -2.7761 0.1495
O -3.8062 -1.6804 -7.3838
O 0.2280 2.6195 -1.4382
O -3.7966 0.4879 -7.8042
N 1.9652 2.2131 -0.0224
N 2.0105 4.0044 -1.5648
N 3.6956 1.9151 1.4535
C 3.7806 -1.8374 4.2538
C -1.4095 -3.2489 0.7113
C -3.8161 -1.1822 -4.5742
C -3.5978 -0.9504 -3.2244
C 1.6420 -0.0803 4.0083
C -2.0707 -0.3162 2.1771
C 2.9082 -1.9567 3.1801
C -2.4850 1.1074 -3.7636
C -2.9373 0.2023 -2.8058
C -3.4003 -0.2594 -5.5239
C 3.2464 4.3626 -1.1193
C 2.5204 0.0387 5.0815
C 3.1649 2.5874 0.4321
C -2.7235 0.8797 -5.1130
C -2.0673 -4.4704 0.7677
C -3.6809 -0.5673 -6.9661
C -0.6800 -5.1445 2.6166
C 1.3561 4.7468 -2.6693
C -1.7033 -5.4171 1.7195
C 1.8356 -1.4840 0.0226
C -1.6239 2.4289 2.1969
C -3.0806 0.5530 2.5526
C -0.3720 -2.9701 1.6058
C 1.3333 -1.3358 -1.4288
C -2.8655 1.9284 2.5446
C 3.8622 3.6963 -0.1312
C -0.8036 0.1692 1.8013
C -0.5906 1.5624 1.8394
C -0.0172 -3.9234 2.5632
C 3.5872 -0.8410 5.2034
C 1.8299 -1.0758 3.0462
C 1.3771 2.9187 -0.9992
H -3.7805 1.3143 -7.3122
H -3.6647 2.6057 2.8213
H -2.3455 1.5924 -5.8409
H -1.7258 -2.5136 -0.0204
H -2.2675 -1.3805 2.1771
H 3.2529 1.0790 1.8019
H 4.2624 -0.7583 6.0469
H 4.8406 3.9916 0.2267
H 3.6934 5.2198 -1.6027
H 0.8012 0.5993 3.9320
H 2.3634 0.8112 5.8247
H -2.8704 -4.6815 0.0695
H 0.3940 1.9787 1.6632
H -2.2238 -6.3668 1.7640
H -1.4412 3.4972 2.2206
H 4.6101 -2.5281 4.3537
H 1.7592 5.7547 -2.6978
H 3.0739 -2.7389 2.4488
H 0.2905 4.7843 -2.4981
H -0.3982 -5.8788 3.3646
H 4.6358 2.1020 1.7505
H 0.7772 -3.7137 3.2726
H 1.5390 4.2547 -3.6222
H -3.9325 -1.6654 -2.4823
H -4.0457 0.1557 2.8441
H -4.3132 -2.0837 -4.9147
H -1.9454 1.9900 -3.4440
*
```

Entry from OMol25: a 13-piece molecular cluster, C47H129N9O14 overall (ωB97M-V with the def2-TZVPD basis set).

Summary:
- E_HOMO (eV) = -8.97
- total energy (Ha) = -3413.9227
- lowest unoccupied orbital energy (eV) = 0.376
- HOMO-LUMO gap (eV) = 9.34

Structure (ORCA input):
```
! wB97M-V def2-TZVPD RIJCOSX def2/J DEFGRID3
* xyz 0 1
O 1.5997 -10.0417 -0.3186
O -1.1041 5.1046 -4.6224
O 5.7874 6.7757 -6.5217
O -1.7648 -2.4390 -6.0640
O -1.2619 1.3966 0.4446
O 1.6922 -4.5451 2.7362
O -7.8517 0.5238 0.0602
O -4.8265 -1.7977 5.0480
O -0.8961 7.1658 1.9425
O -4.1891 -6.7260 1.4169
O 6.3981 7.9245 1.4832
O -0.1546 0.9488 7.5710
O 4.4831 -2.0500 -2.9451
O -3.9337 -5.0650 -1.0297
N -0.9823 5.7679 -0.5070
N 6.0040 5.4997 -0.0533
N -3.9710 -5.0866 -4.8703
N 4.4533 4.5136 -3.8193
N 0.5425 -6.4355 4.7983
N 6.7855 0.8887 -3.2174
N -0.2230 -6.9532 0.5323
N -3.9335 -5.3822 5.5557
N -2.2552 1.3477 4.5637
C 0.2542 -8.0795 -0.2008
C 5.5889 0.2209 -1.1815
C -0.5173 0.2579 0.0791
C 5.0721 -0.8475 -3.4154
C -4.4392 -2.7202 -4.9032
C -4.0632 -3.7157 7.3133
C 0.7262 -7.5034 -1.5178
C -1.4579 3.8401 -5.1090
C -2.1677 -3.6862 -5.4507
C -1.0314 1.2879 5.2901
C 6.8705 6.7835 -7.4689
C -5.6850 1.4933 0.0739
C 5.3824 -3.1352 -3.1553
C -1.3264 1.1686 6.8106
C -1.7536 6.9918 -0.3389
C -4.9591 -6.8669 0.2376
C -0.2260 2.5155 4.9387
C 2.4058 -3.7815 1.7881
C -1.8130 3.8504 -6.6630
C -4.2489 -3.0755 4.8127
C 5.5376 6.8616 2.0040
C 0.0828 0.5593 -1.2547
C 3.9922 6.8744 -4.3652
C 2.5012 -10.9803 0.2407
C 1.0957 -5.1346 5.1263
C -6.6829 0.6132 -0.7306
C 1.3741 -8.8797 0.4738
C -0.3749 -2.0316 -5.7988
C -6.2807 -1.8110 5.0342
C 4.4666 5.5045 -4.8627
C 6.1205 -0.2233 -2.5067
C 7.0993 8.5696 2.6030
C 4.9916 6.1421 0.7627
C -7.0895 1.1495 -2.0279
C -3.6395 -3.8327 -5.4687
C 1.5500 -5.1338 6.5766
C -1.5237 -0.9470 0.0831
C 0.0775 8.1084 1.5991
C -0.3455 0.3115 8.7965
C -2.7783 3.4168 -4.3414
C -5.2046 -5.5124 -0.5235
C -3.0459 6.8157 -1.1014
C 5.8717 5.6496 -5.6197
C 3.9599 5.1386 1.3228
C 2.2272 -4.7138 4.1001
C -2.0454 7.2736 1.1681
C -4.5189 -4.0977 5.9378
H -1.0000 4.2477 -7.2708
H 5.4640 -0.9729 -4.4248
H 0.5675 -6.4096 0.8479
H -0.2054 9.1501 1.4477
H -5.5831 -4.3316 5.9086
H -4.7461 1.6143 -0.4666
H -3.3284 -6.4607 1.0847
H -0.3702 -6.4386 5.2307
H 2.7177 -11.8384 -0.3955
H 0.8687 8.2391 2.3374
H 4.3300 -0.0823 -3.6428
H -4.3291 -6.1961 6.0042
H -5.9097 -5.7756 -1.3120
H 6.8577 7.6128 -8.1761
H -2.7084 4.4494 -6.8287
H -0.8927 3.3777 4.9239
H -2.1102 -1.0652 -0.8280
H -5.6867 -4.7145 0.0412
H 6.6614 5.0898 0.5947
H 6.9808 0.8081 -4.2051
H 3.1748 5.6649 1.8657
H -0.6725 -6.3175 -0.1111
H -0.5986 3.2071 -4.8877
H 5.0271 4.8445 -3.0568
H 4.7371 0.9005 -1.2088
H 6.5688 6.1497 -0.5811
H -2.8158 6.7353 -2.1638
H -6.5940 -1.8841 3.9928
H 2.9205 -2.9083 2.1890
H 5.3770 -0.6534 -0.5660
H 2.8073 -3.8429 4.4051
H -1.2194 7.8644 -0.7151
H -4.0486 -5.6004 4.5763
H 0.5767 0.3966 9.3714
H -3.9029 -3.8809 -6.5254
H -2.2721 -0.9880 0.8745
H 0.7489 1.4200 -1.1942
H 5.6235 -3.2437 -4.2127
H -1.8677 2.0622 7.1214
H 3.2224 6.8998 -3.5940
H -2.4881 8.2599 1.3072
H -1.1105 0.8343 9.3706
H 6.0563 1.5799 -3.1140
H 7.8064 7.9083 3.1038
H 4.2961 4.3083 1.9440
H -6.6898 -0.8467 5.3356
H -4.4567 -7.4926 -0.5000
H 7.8968 6.9107 -7.1244
H 0.0668 2.4781 3.8894
H 1.0151 -9.1464 1.4678
H -0.2193 -1.0287 -6.1965
H -0.7310 0.7929 -1.9412
H 0.6427 2.6132 5.5898
H -5.4840 1.1602 1.0921
H -4.4838 -2.7499 7.5936
H 6.1112 6.1227 2.5636
H -6.2995 1.0460 -2.7718
H 3.4677 -10.5152 0.4350
H -7.9710 0.6760 -2.4602
H 2.5579 -5.5478 6.6048
H 4.8481 7.3941 -3.9347
H 0.3368 -6.4193 3.8096
H 4.6938 7.2758 2.5559
H 6.4737 9.0190 3.3743
H 0.2757 -2.7460 -6.3031
H -0.5586 -0.7545 8.7168
H -1.9772 0.3282 7.0522
H 6.8544 -1.0195 -2.3819
H -3.5144 -5.8400 -5.3644
H 6.3338 0.8190 -0.6567
H -3.1787 -2.8848 4.7331
H -2.1201 2.9213 -7.1432
H 2.2829 -8.2846 0.5633
H 3.4489 4.6465 0.4952
H -3.6905 7.6505 -0.8265
H -0.1287 -2.0476 -4.7370
H -6.3928 -0.4364 -0.6833
H 6.8619 5.8658 -8.0570
H -3.5061 4.2276 -4.3100
H 0.5240 7.7506 0.6714
H 4.9637 -4.1070 -2.8936
H -4.1737 -1.7909 -5.4073
H 1.6537 -6.9310 -1.5052
H 0.9732 -5.8018 7.2164
H -1.7523 -3.7683 -4.4463
H 6.3061 4.7421 -6.0391
H 6.5995 5.8795 -4.8416
H -2.9998 -3.5528 7.4884
H 0.6214 -0.3329 -1.5742
H -2.8408 2.1502 4.7456
H -4.4262 -4.4917 7.9871
H 3.7325 5.1676 -5.5945
H -7.3987 2.1914 -1.9452
H -6.7435 -2.6372 5.5739
H -6.0489 2.5158 0.1745
H -1.8127 -4.5293 -6.0433
H 1.0319 -8.2494 -2.2514
H -0.9595 -1.8662 0.2404
H 1.5194 -4.1052 6.9360
H -0.2499 5.8728 0.1805
H 0.3099 -4.3832 5.0486
H 0.3392 0.1771 0.7484
H 2.9927 -5.4760 3.9547
H -4.9490 -5.2595 -5.0541
H 2.0680 -11.4382 1.1299
H 3.6180 7.4640 -5.2022
H -2.4813 3.1259 -3.3338
H 4.4932 6.8813 0.1356
H -1.1849 5.0754 -3.6663
H 1.8136 -3.4248 0.9453
H -1.5346 1.2629 1.3552
H -4.3158 -2.5411 -3.8351
H -5.9359 -7.3377 0.3484
H 0.0360 -6.8114 -2.0004
H -5.4958 -2.9306 -5.0692
H -4.5040 -3.4558 3.8235
H -3.2416 2.5271 -4.7679
H 6.3566 -3.0063 -2.6838
H 3.5296 4.5326 -3.4113
H -0.4683 0.4069 4.9823
H -7.8132 1.2518 0.6848
H -1.4706 4.9293 -0.2268
H 3.2028 -4.3578 1.3181
H -2.6982 6.4782 1.5275
H -0.6199 -8.6984 -0.4034
H -3.5339 5.8888 -0.8001
H -2.8304 0.5283 4.6974
H -3.9979 -5.1388 -1.9847
H 7.6718 9.3918 2.1737
*
```